The molecule C7H8N2O, computed with ωB97M-V/def2-TZVPD.

Structure (ORCA input):
```
! wB97M-V def2-TZVPD RIJCOSX def2/J DEFGRID3
* xyz 0 3
C -0.367 -0.060 -0.010
C -1.592 0.484 -0.018
O 1.950 1.180 -0.186
C -2.874 -0.262 0.197
N -0.270 2.112 -0.353
C 2.797 0.091 -0.104
H 2.938 -0.198 1.011
H 2.348 -0.834 -0.647
N -1.616 1.783 -0.219
H 0.072 3.119 -0.377
C 0.077 -1.379 0.175
H -2.824 -1.178 -0.406
H 1.011 -3.415 0.424
H -3.701 0.281 -0.025
C 0.576 1.091 -0.241
C 0.539 -2.473 0.191
H 3.779 0.321 -0.559
H -2.842 -0.664 1.147
*
```

Calculated values
Energy relative to the best compared isomer or geometry (same formula, charge and spin): 62.5 kcal per mole
Molar mass: 136.154 Da

Löwdin population analysis, charges in e, atoms 1 to 6: atom 1 (C): -0.11, atom 2 (C): -0.34, atom 3 (O): -0.07, atom 4 (C): 0.00, atom 5 (N): -0.02, atom 6 (C): -0.12



A structure of composition C7H8N2O2, computed with ωB97M-V/def2-TZVPD.

Structure (ORCA input):
```
! wB97M-V def2-TZVPD RIJCOSX def2/J DEFGRID3
* xyz 0 1
C 1.381 -1.841 0.529
O -3.243 0.632 -0.198
C 1.569 0.230 1.825
O -2.267 2.442 0.387
H 2.191 0.879 2.421
C 0.555 0.794 1.068
H 0.467 1.907 1.133
N -2.331 1.392 -0.163
H 2.783 -1.373 2.216
H -1.489 -0.992 -1.708
C 0.594 -1.206 -0.342
C -0.812 0.783 -1.115
H -1.895 0.226 -2.796
N -1.166 -0.073 -2.116
H -0.591 1.745 -1.409
H 0.560 -1.701 -1.334
C 0.146 0.139 -0.118
C 1.887 -1.089 1.583
H 1.660 -2.893 0.137
*
```

Calculated values
Energy relative to the best compared isomer or geometry (same formula, charge and spin): 108.0 kcal per mole
Molar mass: 152.153 Da

Löwdin population analysis, charges in e, atoms 1 to 6: atom 1 (C): -0.11, atom 2 (O): 0.04, atom 3 (C): -0.10, atom 4 (O): 0.04, atom 5 (H): 0.11, atom 6 (C): -0.03